[1]
109
Properties=species:S:1:pos:R:3:forces:R:3:mulliken_charge:R:1 method="wB97M-V/def2-TZVPD" relative_energy_kj_mol=266.4 e_homo_ev="-8.05 / -7.41" spin_multiplicity=3 total_energy_ev=-120508.8835 charge=0 max_force_ev_per_a=0.65
Ni -0.478 -0.387 -0.164 0.50 -0.23 0.35 1.00
C 1.210 0.910 -3.993 -0.01 -0.02 0.02 -1.37
C 1.452 -0.418 -3.269 0.04 -0.04 -0.07 0.27
C 0.168 -1.222 -3.173 -0.08 0.02 -0.01 -0.80
C 2.094 -0.190 -1.933 0.10 0.09 -0.10 -0.86
C 3.419 0.195 -1.705 -0.07 0.10 0.05 -0.95
C 3.532 0.346 -0.340 -0.02 -0.10 0.10 0.13
C 4.786 0.792 0.358 0.05 0.02 -0.05 0.12
C 5.431 -0.317 1.181 0.04 0.00 0.00 -1.23
C 4.615 2.073 1.172 -0.03 -0.02 -0.01 -1.29
N 2.334 0.024 0.213 0.00 0.18 0.16 0.81
N 1.455 -0.273 -0.783 -0.04 -0.34 0.04 0.19
B 1.821 -0.008 1.706 0.13 0.01 0.01 1.16
N 1.273 -1.449 2.005 0.02 0.22 -0.16 1.22
N 0.244 -1.889 1.215 -0.19 0.11 -0.03 -0.26
C 0.079 -3.179 1.466 0.22 -0.17 -0.07 -0.39
C 0.994 -3.592 2.427 -0.13 0.01 0.12 -0.68
C 1.745 -2.482 2.753 0.04 -0.03 0.05 -0.09
C 2.925 -2.663 3.695 0.08 0.04 -0.11 0.50
C 4.073 -3.346 2.934 0.00 0.07 0.01 -1.46
C 3.444 -1.509 4.544 0.05 -0.24 0.11 -1.58
C -0.875 -4.107 0.774 -0.05 0.00 0.00 0.24
C -0.944 -3.855 -0.726 -0.04 0.14 -0.01 -1.21
C -2.253 -4.091 1.430 0.00 0.02 -0.06 -1.37
N 0.747 1.132 1.867 0.03 -0.24 0.01 0.84
N 0.057 1.486 0.741 -0.18 -0.07 -0.27 0.24
C -0.429 2.700 0.929 0.04 0.18 0.13 -0.34
C -0.108 3.138 2.218 -0.08 -0.07 -0.04 -1.08
C 0.622 2.120 2.789 0.13 0.14 -0.02 -0.29
C 1.142 2.173 4.199 -0.08 -0.05 0.07 0.35
C 1.290 0.815 4.876 0.08 0.16 -0.10 -1.46
C 2.438 2.979 4.310 -0.02 -0.03 -0.02 -1.29
C -1.124 3.518 -0.123 0.02 0.06 0.01 0.34
C -0.820 3.024 -1.533 0.08 -0.12 0.00 -1.03
C -2.620 3.680 0.166 -0.04 -0.04 -0.01 -1.42
H 0.859 0.731 -5.011 -0.01 -0.01 -0.03 0.39
H 2.120 1.507 -4.046 0.02 0.01 0.00 0.46
H 0.456 1.499 -3.468 0.00 0.01 0.03 0.02
H 2.180 -0.989 -3.855 -0.06 0.00 -0.04 0.65
H -0.526 -0.747 -2.467 0.02 0.01 -0.05 -0.66
H 0.341 -2.241 -2.828 0.01 0.03 0.02 0.31
H -0.330 -1.264 -4.144 -0.01 -0.04 -0.04 0.67
H 4.191 0.369 -2.435 0.03 -0.01 -0.02 0.56
H 5.469 1.022 -0.467 -0.01 0.01 0.03 0.49
H 4.783 -0.602 2.004 -0.04 0.00 0.11 -0.16
H 6.383 0.016 1.598 0.01 0.01 0.00 0.48
H 5.613 -1.203 0.571 0.00 -0.01 -0.01 0.37
H 4.055 1.878 2.083 -0.03 0.00 -0.01 -0.22
H 4.081 2.836 0.605 -0.01 0.01 -0.02 0.36
H 5.590 2.472 1.454 0.02 0.00 0.01 0.51
H 2.731 0.218 2.445 -0.01 -0.03 -0.07 -0.80
H 1.110 -4.584 2.831 0.01 -0.03 0.02 0.53
H 2.547 -3.399 4.412 0.03 -0.03 -0.04 0.61
H 4.516 -2.672 2.205 0.00 0.01 -0.03 0.15
H 3.725 -4.230 2.401 -0.03 -0.01 0.01 0.41
H 4.853 -3.650 3.633 0.03 0.00 0.01 0.47
H 3.728 -0.635 3.966 0.09 -0.06 -0.06 -0.03
H 4.328 -1.852 5.084 0.04 -0.03 0.01 0.53
H 2.707 -1.207 5.286 0.12 -0.17 -0.04 0.38
H -0.449 -5.103 0.926 -0.06 -0.02 -0.01 0.44
H -1.197 -2.810 -0.940 -0.02 -0.12 0.02 -0.17
H -1.703 -4.486 -1.189 0.01 -0.06 -0.04 0.52
H 0.014 -4.062 -1.203 0.03 0.03 0.01 0.47
H -2.733 -3.131 1.254 -0.05 0.11 0.05 0.00
H -2.180 -4.232 2.508 0.01 -0.02 0.02 0.45
H -2.895 -4.874 1.020 0.00 -0.01 -0.02 0.42
H -0.376 4.072 2.683 -0.02 0.04 0.01 0.59
H 0.371 2.738 4.733 0.01 -0.03 0.00 0.63
H 2.267 0.399 4.647 -0.39 0.31 0.01 -0.20
H 0.532 0.103 4.547 -0.05 -0.01 -0.01 0.35
H 1.218 0.917 5.960 0.02 0.02 0.03 0.59
H 3.244 2.483 3.771 0.02 -0.01 0.03 0.08
H 2.739 3.069 5.355 0.00 0.01 0.04 0.43
H 2.320 3.981 3.897 0.00 0.01 -0.01 0.40
H -0.671 4.512 -0.030 -0.07 0.03 -0.05 0.53
H -0.960 1.945 -1.621 0.01 0.14 0.00 -0.64
H 0.218 3.234 -1.796 0.02 -0.02 0.02 0.57
H -1.466 3.516 -2.262 0.00 0.04 -0.03 0.59
H -3.107 2.722 0.334 0.03 0.16 -0.04 0.18
H -3.118 4.190 -0.662 0.01 0.05 -0.01 0.41
H -2.773 4.277 1.066 0.01 0.00 0.03 0.46
Cl -3.563 3.468 -7.524 0.00 -0.01 0.02 -0.22
C -3.664 2.859 -5.903 0.01 0.02 -0.03 0.29
C -4.755 3.201 -5.119 -0.01 -0.01 0.03 -0.77
C -4.830 2.716 -3.826 0.03 0.02 -0.02 -0.82
C -3.821 1.901 -3.325 -0.01 -0.03 -0.01 0.10
C -2.733 1.564 -4.127 -0.03 0.05 0.01 0.37
C -2.650 2.047 -5.420 -0.03 -0.01 0.01 -1.35
C -3.961 1.411 -1.929 0.08 0.06 -0.09 0.21
O -4.890 1.639 -1.210 -0.10 -0.09 0.06 -0.57
O -2.876 0.664 -1.564 -0.19 -0.14 0.09 -0.04
H -5.529 3.840 -5.520 -0.01 0.00 -0.01 0.44
H -5.665 2.968 -3.188 -0.02 0.00 0.01 0.49
H -1.945 0.937 -3.736 0.04 -0.03 0.01 0.44
H -1.807 1.803 -6.051 0.02 -0.01 -0.02 0.51
O -2.950 0.713 1.064 -0.07 -0.22 -0.14 -0.68
S -2.713 -0.146 -0.088 -0.16 0.41 0.14 1.12
C -4.282 -1.080 -0.149 0.14 -0.10 -0.04 -1.60
C -4.880 -1.690 -1.408 -0.13 0.11 0.05 -0.73
C -4.130 -2.820 -2.098 0.04 -0.07 -0.01 -0.14
C -3.025 -2.371 -2.975 0.01 -0.05 -0.04 -0.96
H -4.943 -0.314 0.253 -0.05 -0.02 0.03 0.56
H -4.138 -1.833 0.624 0.02 -0.05 0.04 0.95
H -5.121 -0.916 -2.139 0.03 0.05 0.04 0.13
H -5.843 -2.080 -1.065 -0.03 0.03 -0.05 0.53
H -4.847 -3.385 -2.704 -0.01 -0.04 0.03 0.51
H -3.778 -3.537 -1.340 0.03 0.02 -0.03 -0.01
H -2.620 -3.033 -3.724 0.07 -0.05 0.00 0.32
H -2.589 -1.389 -2.884 -0.03 0.05 0.01 0.37

=====

[2]
110
Properties=species:S:1:pos:R:3:forces:R:3:mulliken_charge:R:1 method="wB97M-V/def2-TZVPD" relative_energy_kj_mol=25.3 e_homo_ev=-6.74 total_energy_ev=-90409.6946 charge=0 max_force_ev_per_a=0.59
Mg 0.242 1.006 -0.435 0.09 0.30 -0.37 3.15
C 1.458 -4.091 -2.158 0.01 0.04 -0.02 -1.96
C 1.891 -2.766 -1.528 -0.01 -0.07 0.00 2.37
C 3.397 -2.796 -1.251 -0.04 0.03 -0.01 -2.04
C 1.176 -2.652 -0.172 -0.01 0.02 0.05 -2.14
P 1.461 -1.173 -2.451 -0.04 -0.16 0.00 0.64
C -0.242 -1.547 -3.089 -0.01 -0.03 -0.11 -1.32
N -1.218 -1.535 -2.019 0.11 0.13 -0.05 0.33
B -1.245 -0.629 -0.879 -0.49 -0.09 0.31 -0.19
N -2.483 -1.028 -0.207 0.19 -0.07 0.13 0.29
C -3.069 -0.468 0.994 -0.15 -0.03 -0.04 -1.68
P -1.905 -0.283 2.434 0.12 -0.04 -0.25 1.19
C -1.973 -1.951 3.309 -0.06 0.07 0.16 2.47
C -1.930 -3.052 2.249 0.06 0.00 -0.02 -2.19
C -0.690 -2.048 4.149 -0.06 0.00 0.02 -1.83
C -3.180 -2.219 4.208 -0.03 0.00 -0.08 -1.86
C -2.850 1.017 3.414 0.08 0.05 0.02 1.99
C -4.349 0.805 3.647 0.02 -0.05 -0.01 -1.92
C -2.701 2.315 2.600 -0.02 0.04 0.07 -2.34
C -2.128 1.218 4.751 -0.03 0.02 -0.03 -1.95
C -3.112 -2.052 -0.901 -0.09 -0.04 -0.01 0.87
C -4.299 -2.725 -0.666 0.00 -0.01 0.03 -0.93
C -4.683 -3.733 -1.548 -0.02 -0.01 0.00 -0.90
C -3.900 -4.050 -2.649 -0.02 -0.01 0.00 -0.93
C -2.714 -3.365 -2.903 0.01 0.01 -0.02 -0.64
C -2.323 -2.369 -2.025 -0.08 -0.04 0.00 0.54
C 2.417 -1.063 -4.075 0.09 0.06 0.01 2.14
C 2.675 -2.363 -4.833 -0.06 0.00 0.03 -1.98
C 3.749 -0.362 -3.763 -0.05 0.03 0.05 -1.70
C 1.643 -0.107 -4.996 -0.04 0.00 -0.03 -2.02
H 1.636 -4.899 -1.442 0.03 -0.01 0.01 0.51
H 2.008 -4.331 -3.064 0.04 0.02 -0.09 0.36
H 0.392 -4.106 -2.386 -0.05 0.02 0.01 0.32
H 3.615 -3.612 -0.556 0.00 -0.01 0.02 0.53
H 3.735 -1.865 -0.790 0.01 0.05 0.01 0.26
H 3.982 -2.968 -2.152 0.04 0.02 -0.09 0.35
H 1.537 -3.443 0.492 0.03 -0.03 0.01 0.86
H 0.101 -2.773 -0.295 0.01 -0.03 0.05 -0.17
H 1.357 -1.685 0.306 0.03 -0.18 -0.05 0.40
H -0.283 -2.493 -3.633 0.05 -0.02 0.03 0.32
H -0.472 -0.766 -3.819 -0.03 -0.04 -0.02 -0.13
H -3.927 -1.072 1.300 0.05 0.02 0.02 0.20
H -3.462 0.533 0.788 0.01 -0.03 0.01 0.27
H -1.090 -2.928 1.566 0.08 0.01 -0.06 0.26
H -2.840 -3.096 1.654 -0.05 0.00 -0.02 0.33
H -1.818 -4.015 2.754 0.03 -0.04 -0.01 0.66
H 0.200 -2.013 3.519 0.02 -0.01 -0.02 0.27
H -0.676 -2.998 4.689 0.00 -0.03 0.01 0.52
H -0.615 -1.246 4.884 0.01 0.02 0.02 0.33
H -4.115 -2.210 3.645 -0.01 0.04 -0.01 0.35
H -3.264 -1.511 5.029 0.03 0.05 0.05 0.33
H -3.071 -3.214 4.647 -0.03 -0.04 0.00 0.49
H -4.868 0.513 2.734 -0.01 0.00 -0.03 0.22
H -4.789 1.749 3.979 0.00 0.02 0.02 0.57
H -4.562 0.064 4.410 0.01 -0.10 0.05 0.34
H -2.896 3.171 3.252 -0.03 0.01 0.01 0.67
H -3.415 2.362 1.777 0.00 0.00 -0.03 0.43
H -1.703 2.430 2.187 0.16 0.03 -0.04 0.35
H -2.142 0.325 5.375 -0.04 -0.02 0.01 0.34
H -2.613 2.021 5.310 -0.01 0.03 0.02 0.55
H -1.086 1.504 4.594 0.04 0.00 -0.02 0.22
H -4.929 -2.477 0.180 -0.01 -0.03 -0.02 0.44
H -5.607 -4.268 -1.373 -0.01 -0.01 0.00 0.40
H -4.218 -4.831 -3.326 -0.01 -0.02 -0.02 0.40
H -2.124 -3.610 -3.777 0.02 0.01 -0.01 0.47
H 3.353 -3.026 -4.299 0.03 -0.04 0.06 0.30
H 3.139 -2.130 -5.796 0.01 0.00 -0.03 0.51
H 1.752 -2.911 -5.037 -0.02 -0.01 0.01 0.26
H 4.304 -0.213 -4.694 0.03 -0.01 -0.03 0.60
H 4.381 -0.936 -3.089 0.05 -0.11 0.09 0.25
H 3.564 0.617 -3.317 -0.01 -0.01 -0.02 0.23
H 0.780 -0.589 -5.457 -0.02 0.00 0.01 0.33
H 2.307 0.206 -5.806 0.02 0.01 -0.01 0.55
H 1.326 0.794 -4.465 0.01 0.01 0.04 0.27
C 4.173 0.882 1.549 0.01 0.00 -0.04 -2.11
C 2.972 1.039 0.669 -0.02 -0.03 0.04 0.29
N 1.804 0.604 0.992 -0.06 0.03 -0.03 1.34
O 1.711 -0.039 2.234 -0.48 -0.06 -0.07 -0.74
C 3.122 1.723 -0.616 0.08 -0.04 0.04 0.24
C 4.424 2.325 -1.044 0.04 0.00 -0.02 -2.27
N 2.046 1.788 -1.360 -0.04 0.30 0.09 1.04
O 2.083 2.372 -2.501 -0.01 -0.01 0.02 -0.95
H 4.456 1.856 1.954 -0.01 0.02 0.03 0.36
H 5.016 0.527 0.957 0.02 -0.02 0.00 0.41
H 3.984 0.200 2.370 -0.02 -0.03 0.01 0.48
H 0.754 -0.273 2.266 0.45 0.19 0.06 -0.42
H 4.922 2.843 -0.224 0.00 0.02 0.01 0.55
H 4.219 3.032 -1.847 0.00 -0.01 0.03 0.42
H 5.126 1.582 -1.435 -0.02 -0.03 -0.01 0.30
N 0.243 5.302 -0.066 0.00 0.02 -0.06 -0.05
C 0.738 5.164 1.218 0.06 0.02 0.03 0.35
C 1.227 6.088 2.132 -0.02 -0.02 -0.01 -1.30
C 1.666 5.586 3.340 0.02 0.00 0.02 -0.62
C 1.624 4.212 3.621 0.01 0.00 0.03 -1.34
C 1.136 3.300 2.708 -0.05 0.02 -0.04 0.13
C 0.677 3.793 1.487 -0.04 -0.05 -0.01 -0.20
N 0.139 3.126 0.389 0.11 0.18 0.16 0.30
C -0.079 4.060 -0.504 -0.04 -0.06 -0.08 0.28
C -0.571 3.737 -1.835 -0.02 0.06 -0.02 -0.78
C -0.739 4.530 -2.926 0.01 -0.09 0.05 -0.46
S -1.274 3.577 -4.238 -0.01 0.05 0.00 -0.20
C -1.254 2.195 -3.234 0.03 -0.04 0.06 -0.31
N -0.870 2.417 -2.020 0.06 -0.06 -0.05 0.39
H 0.173 6.151 -0.599 0.01 -0.04 0.03 0.22
H 1.269 7.146 1.911 0.00 0.03 -0.01 0.46
H 2.059 6.266 4.084 0.01 0.01 0.02 0.42
H 1.988 3.860 4.577 0.01 0.00 0.02 0.49
H 1.124 2.242 2.919 -0.04 -0.10 0.02 0.81
H -0.548 5.583 -3.037 0.00 0.06 -0.01 0.41
H -1.535 1.216 -3.590 -0.03 -0.07 -0.05 0.31